Record 1
{"formula": "C33H25Cl2IIrN9O3S", "method": "ωB97M-V/def2-TZVPD", "elements": ["Ir", "Cl", "C", "C", "C", "N", "C", "O", "C", "C", "C", "C", "C", "N", "C", "C", "C", "Cl", "N", "C", "O", "C", "C", "C", "C", "C", "N", "H", "H", "H", "H", "H", "H", "H", "H", "H", "H", "S", "C", "N", "N", "C", "C", "C", "C", "C", "C", "N", "N", "C", "C", "C", "C", "C", "C", "H", "H", "H", "H", "H", "H", "H", "H", "H", "H", "H", "N", "C", "O", "C", "I", "H", "H", "H", "H"], "xyz": [[0.3035, 0.0429, 0.3213], [2.3731, -2.4902, -5.9908], [1.6526, -1.4953, -4.7765], [1.6443, -1.9373, -3.4688], [1.0920, -1.1353, -2.4690], [0.8969, -1.4780, -1.1206], [1.3728, -2.6395, -0.6104], [2.1553, -3.4040, -1.1366], [0.7968, -2.9446, 0.7187], [1.1192, -4.1188, 1.3654], [0.5917, -4.3507, 2.6237], [-0.2723, -3.4107, 3.1656], [-0.5612, -2.2728, 2.4386], [-0.0201, -2.0344, 1.2366], [0.6316, 0.1009, -2.7806], [0.5884, 0.5390, -4.1007], [1.0908, -0.2667, -5.1015], [1.0216, 0.2769, -6.7362], [0.1288, 0.7894, -1.6752], [-0.4962, 1.9941, -1.7510], [-0.3516, 2.8574, -2.5858], [-1.5320, 2.0792, -0.6901], [-2.3799, 3.1557, -0.5891], [-3.3411, 3.1546, 0.4070], [-3.4470, 2.0439, 1.2320], [-2.5667, 0.9991, 1.0574], [-1.6047, 1.0188, 0.1204], [2.0668, -2.8960, -3.2280], [1.7775, -4.8145, 0.8631], [0.8443, -5.2525, 3.1676], [-0.7144, -3.5421, 4.1443], [-1.2425, -1.5282, 2.8240], [0.1758, 1.5073, -4.3335], [-2.2641, 3.9737, -1.2875], [-4.0020, 4.0017, 0.5364], [-4.1920, 1.9897, 2.0130], [-2.6331, 0.1074, 1.6642], [0.0085, 0.7489, 2.5421], [1.4959, -0.0213, 3.1057], [1.7971, -0.3157, 4.3445], [1.1229, 0.1419, 5.3554], [0.3167, 1.3105, 5.4798], [0.6054, 2.4606, 4.7608], [-0.2118, 3.5749, 4.8981], [-1.3029, 3.5440, 5.7503], [-1.5476, 2.4082, 6.5155], [-0.7323, 1.2964, 6.3911], [2.4418, -0.4666, 2.2219], [2.2226, -0.3094, 1.0156], [3.3462, -0.6285, 0.1645], [3.4343, 0.0221, -1.0553], [4.5022, -0.2367, -1.8968], [5.4839, -1.1370, -1.5175], [5.3956, -1.7799, -0.2870], [4.3289, -1.5303, 0.5568], [1.2312, -0.4359, 6.1740], [1.4807, 2.4904, 4.1250], [0.0171, 4.4777, 4.3453], [-1.9513, 4.4064, 5.8381], [-2.3760, 2.3862, 7.2122], [-0.9191, 0.4068, 6.9833], [2.6719, 0.7399, -1.3344], [4.5729, 0.2841, -2.8441], [6.3188, -1.3397, -2.1760], [6.1605, -2.4825, 0.0156], [4.2332, -2.0386, 1.5069], [1.7854, 4.7564, 0.2046], [1.9102, 3.4638, 0.5550], [1.0775, 2.6266, 0.2139], [3.0912, 3.1233, 1.4278], [4.9154, 3.2620, 0.3267], [1.0652, 5.0104, -0.4523], [2.5268, 5.4142, 0.3740], [3.0146, 2.1056, 1.7860], [3.1828, 3.8206, 2.2555]], "atomic_forces_ev_per_a": [[-0.714, -1.745, -2.449], [-0.034, -0.014, 0.068], [0.012, -0.049, -0.119], [0.037, -0.226, 0.323], [0.650, -1.121, 0.066], [-0.450, 0.283, 0.696], [-0.001, 0.237, -0.244], [-0.015, -0.257, -0.138], [0.118, -0.101, 0.087], [-0.038, -0.226, 0.148], [0.043, -0.076, -0.055], [-0.085, 0.017, -0.044], [-0.238, -0.117, -0.091], [-0.213, 0.741, 0.826], [-0.266, 1.103, -0.400], [-0.085, 0.420, 0.195], [0.015, -0.017, -0.101], [0.009, 0.059, 0.032], [0.414, 0.533, 1.279], [0.051, -0.167, -0.037], [-0.103, 0.069, -0.216], [0.020, 0.091, 0.125], [-0.278, 0.233, 0.061], [0.010, 0.030, -0.046], [-0.042, 0.051, -0.014], [-0.059, -0.333, -0.099], [-0.123, -0.266, 0.588], [0.013, -0.039, -0.026], [0.034, 0.060, 0.012], [-0.012, 0.051, -0.005], [-0.033, -0.030, -0.069], [0.105, 0.039, 0.026], [0.059, 0.007, -0.069], [0.041, -0.044, 0.006], [-0.011, -0.031, -0.021], [-0.012, -0.039, -0.038], [0.079, 0.025, 0.040], [0.454, 0.168, -0.675], [-0.156, 0.084, 0.621], [0.261, 0.020, -0.786], [-0.637, 0.089, 0.533], [0.077, -0.310, -0.076], [0.200, 0.182, 0.047], [0.048, 0.024, 0.015], [-0.025, 0.003, 0.039], [0.038, -0.055, 0.038], [-0.179, -0.096, 0.008], [0.341, 0.167, 1.033], [0.295, -0.292, -1.303], [0.088, 0.108, -0.289], [-0.114, 0.190, 0.038], [0.058, 0.135, -0.055], [0.022, -0.049, 0.088], [0.000, 0.030, -0.020], [-0.158, -0.071, 0.213], [0.233, 0.247, 0.187], [-0.048, 0.050, 0.020], [-0.011, -0.051, -0.023], [0.050, -0.013, 0.024], [0.032, 0.012, -0.027], [-0.030, 0.033, -0.041], [0.073, 0.014, -0.002], [-0.034, -0.048, 0.020], [-0.029, -0.002, 0.017], [-0.030, -0.012, -0.015], [0.067, 0.002, 0.005], [0.017, -0.003, 0.050], [-0.238, 0.088, -0.083], [0.400, 0.273, 0.172], [0.055, 0.031, -0.100], [0.002, -0.008, 0.016], [0.005, -0.051, -0.037], [0.034, -0.003, -0.018], [-0.049, -0.030, 0.025], [-0.005, -0.007, 0.043]], "mulliken_charge": [2.708, -0.194, -0.101, -1.067, 0.031, -0.262, -0.083, -0.692, 0.620, -0.702, -0.474, -0.978, -0.044, -0.196, 0.583, -1.152, 0.045, -0.193, 0.292, -0.208, -0.702, 0.970, -0.841, -0.432, -0.819, -0.007, -0.085, 0.679, 0.555, 0.476, 0.474, 0.507, 0.658, 0.559, 0.484, 0.486, 0.454, -0.382, -0.061, -0.717, 0.257, 0.668, -0.227, -0.375, -0.709, -0.492, -0.826, -0.866, 1.370, -0.063, 0.308, -1.022, -0.704, -0.851, -0.492, 0.251, 0.553, 0.415, 0.441, 0.407, 0.401, 0.443, 0.557, 0.465, 0.424, 0.491, -0.346, 0.196, -0.153, -0.755, 0.122, 0.245, 0.232, -0.127, 0.574], "relative_energy_kcal_mol": 6.0, "spin_multiplicity": 2, "gap_ev": [5.67, 5.36], "total_charge": 1}

=====

Record 2
{"formula": "C4H9NO2", "method": "ωB97M-V/def2-TZVPD", "elements": ["O", "C", "O", "C", "C", "C", "N", "H", "H", "H", "H", "H", "H", "H", "H", "H"], "xyz": [[-1.1514, -0.0377, -2.5346], [-0.2767, -0.3361, -1.7712], [0.8253, -1.0265, -2.1259], [-0.3904, -0.2092, -0.2694], [0.9511, 0.1487, 0.4308], [0.7220, 0.3948, 1.9249], [-1.5098, 0.6740, 0.1565], [0.7401, -1.1499, -3.0846], [-0.6268, -1.2231, 0.0744], [1.6613, -0.6692, 0.3747], [1.2551, 1.0886, -0.0183], [0.3324, -0.4985, 2.4191], [0.0184, 1.2029, 2.1225], [1.6374, 0.7329, 2.4158], [-2.0076, 0.8430, -0.7269], [-2.1806, 0.0652, 0.6122]], "atomic_forces_ev_per_a": [[0.056, 0.395, -0.505], [-0.316, -0.834, 0.932], [-0.152, 0.375, -0.384], [0.325, -0.159, 1.252], [-1.365, 0.488, 0.623], [-0.087, 0.411, 0.163], [0.014, -0.640, -1.463], [0.178, -0.083, 0.003], [0.069, -0.188, -0.245], [0.242, 0.168, -0.683], [0.724, -0.039, -0.151], [0.173, -0.023, 0.064], [-0.197, -0.092, -0.285], [0.134, -0.403, -0.043], [0.149, 0.475, 0.273], [0.055, 0.151, 0.449]], "mulliken_charge": [-0.590, 0.451, -0.417, 0.098, -0.350, -1.323, -0.722, 0.348, 0.291, 0.275, 0.319, 0.326, 0.360, 0.365, 0.303, 0.265], "relative_energy_kcal_mol": 16.7, "smiles": "CC[C@@H](N)C(=O)O", "gap_ev": 10.63}

=====

Record 3
{"formula": "C4H10OSi", "method": "ωB97M-V/def2-TZVPD", "elements": ["C", "C", "C", "C", "O", "Si", "H", "H", "H", "H", "H", "H", "H", "H", "H", "H"], "xyz": [[1.5574, 0.0420, -0.2170], [1.7648, 0.7153, 1.0940], [-1.1626, -0.7242, 0.9907], [-1.2640, 0.4261, -1.6667], [2.4595, -0.0848, -1.0220], [-0.1373, -0.7983, -0.5970], [0.8695, 1.2934, 1.3156], [1.7391, -0.0057, 1.8014], [2.6027, 1.3618, 1.2632], [-1.4905, 0.3174, 0.9980], [-2.0613, -1.3751, 0.7769], [-0.6201, -0.9769, 1.8331], [-1.2396, 1.4110, -1.1940], [-0.9452, 0.5364, -2.6717], [-2.3156, 0.0472, -1.8170], [0.2431, -2.1856, -0.8872]], "atomic_forces_ev_per_a": [[0.611, -0.158, -0.701], [-1.160, 2.354, -1.399], [-1.472, -0.137, -2.849], [-0.192, -1.708, 0.210], [0.010, 0.072, -0.174], [-1.167, 1.614, 0.603], [-0.209, 0.257, 0.013], [0.134, -2.545, 2.496], [0.745, 0.087, -0.489], [-0.126, -0.107, 0.421], [0.857, 0.621, 0.706], [0.704, -0.669, 1.917], [-0.149, -0.212, 0.107], [0.707, 0.261, -1.009], [0.920, 0.371, 0.761], [-0.215, -0.102, -0.613]], "mulliken_charge": [0.606, -1.095, -1.007, -1.076, -0.550, 0.422, 0.307, 0.328, 0.328, 0.268, 0.275, 0.369, 0.313, 0.365, 0.299, -0.151], "relative_energy_kcal_mol": 26.7, "smiles": "CC(=O)[SiH](C)C", "gap_ev": 9.72}

=====

Record 4
{"formula": "C5H12N2O3", "method": "ωB97M-V/def2-TZVPD", "elements": ["C", "N", "H", "H", "H", "H", "H", "C", "O", "O", "C", "C", "C", "N", "H", "H", "H", "H", "H", "H", "O", "H"], "xyz": [[2.6440, 0.8418, 1.7245], [1.4914, 0.3551, 0.9815], [3.4943, 0.9752, 1.0442], [2.4266, 1.8010, 2.2154], [2.9168, 0.1008, 2.4862], [0.8215, -0.1592, 1.5386], [2.2584, -1.0988, -0.3507], [0.9691, 1.1275, -0.1876], [1.5437, 2.1127, -0.6122], [-0.3401, 1.0102, -0.4323], [-0.9294, -0.2339, -0.8205], [-2.4136, -0.0414, -0.9146], [-3.3077, -1.1301, -0.4586], [-3.2098, 0.1152, 0.2981], [-0.5271, -0.5332, -1.7993], [-0.6959, -1.0110, -0.0751], [-2.7372, 0.5831, -1.7520], [-4.2539, -1.2975, -0.9783], [-2.8464, -2.0268, -0.0362], [-2.6350, -0.0144, 1.1310], [2.2532, -0.9668, -1.4054], [3.0771, -0.5092, -1.5966]], "atomic_forces_ev_per_a": [[0.032, 0.327, -0.251], [-0.992, 0.370, -2.227], [-0.203, 0.036, 0.219], [0.188, -0.161, -0.104], [-0.100, 0.158, -0.233], [-0.157, 0.337, -0.340], [0.035, 0.699, -3.500], [1.240, 2.091, 3.170], [0.130, -1.989, 0.344], [-0.293, -0.772, -0.422], [0.020, -0.446, 0.019], [0.097, 0.125, -0.220], [-0.113, -0.361, -0.123], [0.024, 0.060, 0.203], [0.018, 0.011, 0.324], [-0.036, 0.074, -0.180], [0.070, -0.129, 0.315], [0.290, 0.066, 0.227], [-0.126, 0.231, -0.173], [-0.084, 0.055, -0.221], [-0.099, -0.844, 3.135], [0.059, 0.063, 0.039]], "mulliken_charge": [-0.856, -0.271, 0.265, 0.296, 0.331, 0.231, 0.369, 0.655, -0.589, -0.283, -0.480, 0.048, -0.469, -0.572, 0.290, 0.277, 0.366, 0.261, 0.224, 0.275, -0.670, 0.301], "relative_energy_kcal_mol": 66.5, "smiles": "CNC(=O)OC[C@H]1CN1.O", "gap_ev": 10.41}

=====

Record 5
{"formula": "C36H33BaO2Si", "method": "ωB97M-V/def2-TZVPD", "elements": ["C", "C", "C", "H", "C", "C", "H", "H", "H", "H", "C", "C", "C", "H", "C", "C", "H", "H", "H", "H", "Ba", "O", "C", "C", "H", "H", "H", "H", "C", "C", "C", "H", "C", "H", "C", "H", "C", "H", "O", "Si", "C", "C", "C", "C", "C", "C", "C", "C", "C", "C", "C", "C", "C", "C", "C", "C", "C", "C", "H", "H", "H", "H", "H", "H", "H", "H", "H", "H", "H", "H", "H", "H", "H"], "xyz": [[0.4809, 2.4440, 1.0289], [1.3304, 2.8320, -0.0555], [0.5251, 3.5249, -1.0208], [2.4195, 2.6849, -0.1009], [-0.8234, 3.5383, -0.5465], [-0.8601, 2.8414, 0.7065], [-1.7482, 2.6974, 1.3338], [0.8215, 1.9767, 1.9626], [0.8846, 4.0166, -1.9355], [-1.6658, 4.0660, -1.0133], [-0.6166, -2.9501, -2.0376], [-0.3504, -2.9263, -0.6394], [-1.5349, -2.4976, 0.0317], [0.5816, -3.2234, -0.1624], [-2.5366, -2.2491, -0.9514], [-1.9677, -2.5300, -2.2335], [-2.4989, -2.4941, -3.1921], [0.0842, -3.2693, -2.8123], [-1.6534, -2.4125, 1.1074], [-3.5620, -1.9341, -0.7485], [-0.2733, 0.5115, -1.4012], [-0.8126, 1.6016, -3.4451], [-0.6830, 2.3980, -4.6130], [-1.7874, 3.2064, -5.2476], [0.0751, 3.1849, -4.3777], [-0.3625, 1.6785, -5.3793], [-1.8526, 4.1938, -4.7829], [-3.8148, 4.7314, -6.2175], [-3.7071, 3.7521, -6.6950], [-2.6877, 2.8314, -6.2355], [-2.7119, 1.5202, -6.8484], [-2.0598, 0.7407, -6.4515], [-3.6702, 1.1792, -7.8027], [-3.6789, 0.1790, -8.2550], [-4.6257, 2.1098, -8.2440], [-5.3773, 1.8290, -8.9959], [-4.6515, 3.3841, -7.6483], [-5.4156, 4.0949, -7.9796], [0.7173, -0.5716, 1.0664], [1.2677, -0.9761, 2.4986], [1.2478, -2.8468, 2.7123], [2.2776, -3.5965, 2.1278], [2.1635, -4.9870, 1.9899], [1.0249, -5.6431, 2.4666], [0.0238, -4.9111, 3.1094], [0.1470, -3.5206, 3.2528], [3.0812, -0.5279, 2.7821], [3.7690, -0.0025, 1.6843], [5.1259, 0.3327, 1.7875], [5.8089, 0.1477, 2.9932], [5.1304, -0.3920, 4.0917], [3.7746, -0.7396, 3.9820], [0.3857, -0.1790, 3.9873], [1.0342, 0.5759, 4.9778], [0.3267, 1.1387, 6.0537], [-1.0519, 0.9346, 6.1702], [-1.7113, 0.1713, 5.2001], [-0.9977, -0.3761, 4.1234], [3.1642, -3.0915, 1.7416], [2.9577, -5.5465, 1.4940], [0.9267, -6.7250, 2.3427], [-0.8667, -5.4185, 3.4871], [-0.6385, -2.9632, 3.7606], [3.2432, 0.1346, 0.7356], [5.6451, 0.7369, 0.9190], [6.8664, 0.4102, 3.0769], [5.6509, -0.5419, 5.0406], [3.2642, -1.1671, 4.8486], [2.1090, 0.7465, 4.9284], [0.8546, 1.7328, 6.8053], [-1.6087, 1.3647, 7.0073], [-2.7867, -0.0048, 5.2779], [-1.5395, -0.9602, 3.3763]], "atomic_forces_ev_per_a": [[-0.217, 0.320, -0.538], [-0.652, 0.139, 0.194], [-0.370, -0.122, 0.413], [-0.573, 0.120, 0.038], [0.617, -0.267, 0.106], [0.809, 0.078, -0.216], [0.450, 0.104, -0.223], [-0.327, 0.104, -0.656], [-0.195, -0.356, 0.442], [0.417, -0.445, 0.124], [0.741, 0.037, 1.203], [0.851, -0.588, -2.459], [-2.632, 0.745, -0.797], [-0.307, 0.169, -0.054], [0.841, -0.016, 1.583], [0.154, -0.252, 0.205], [0.302, 0.067, 0.481], [-0.328, 0.166, 0.315], [0.091, 0.039, -0.285], [0.445, -0.105, -0.129], [0.151, 0.934, 1.198], [-0.861, 0.419, -0.786], [0.784, -0.876, 0.450], [0.056, 0.090, 1.687], [0.066, -0.573, -0.495], [0.594, 0.453, -0.351], [-0.452, -0.061, -0.426], [0.304, -0.319, -0.167], [-0.212, -0.437, 0.048], [-1.054, -0.263, -1.074], [-0.508, 0.168, 0.364], [0.010, 0.322, -0.232], [0.205, 0.219, -0.163], [0.099, 0.364, 0.351], [0.005, 0.008, 0.286], [0.435, 0.157, 0.384], [0.308, -0.068, -0.193], [0.285, -0.166, 0.263], [-0.140, -0.465, -0.211], [0.166, 0.639, -0.130], [-0.120, -0.109, 0.224], [-0.296, -0.600, -0.147], [-0.060, 0.327, 0.117], [0.040, 0.089, 0.012], [0.054, 0.175, 0.049], [0.115, -0.710, -0.368], [0.012, -0.064, -0.316], [0.638, 0.095, 0.183], [-0.092, -0.081, 0.110], [-0.252, -0.089, -0.053], [-0.313, -0.069, -0.075], [0.670, 0.211, -0.201], [-0.246, -0.208, 0.104], [-0.413, 0.248, 0.346], [-0.105, -0.230, -0.237], [0.159, -0.133, -0.248], [0.172, -0.084, -0.133], [-0.151, 0.412, 0.532], [-0.200, -0.074, 0.058], [-0.183, 0.072, 0.159], [0.001, 0.347, 0.047], [0.270, 0.100, -0.057], [0.133, -0.128, -0.104], [0.067, 0.029, 0.341], [-0.048, -0.051, 0.195], [-0.326, -0.057, -0.032], [-0.101, 0.030, -0.281], [0.130, 0.058, -0.266], [-0.330, 0.027, -0.084], [-0.150, -0.188, -0.264], [0.180, -0.134, -0.280], [0.285, 0.086, -0.002], [0.103, 0.221, 0.121]], "mulliken_charge": [0.368, -1.104, -0.368, 0.366, -0.261, -0.978, 0.343, 0.268, 0.324, 0.285, -1.117, 0.208, 0.307, 0.317, -1.082, -0.091, 0.419, 0.380, 0.293, 0.382, 1.830, -0.826, -0.666, -0.599, 0.146, 0.308, 0.254, 0.291, -0.535, 1.016, -0.375, 0.266, -0.478, 0.317, -0.429, 0.330, -0.368, 0.316, -0.287, -0.826, 0.473, -0.409, -0.561, -0.526, -0.676, -0.153, 0.198, -0.316, -0.557, -0.472, -0.747, -0.135, 0.675, -0.172, -0.705, -0.433, -0.748, -0.165, 0.353, 0.363, 0.351, 0.368, 0.358, 0.294, 0.376, 0.347, 0.351, 0.564, 0.465, 0.374, 0.332, 0.375, 0.213], "gap_ev": [5.67, 3.83], "total_charge": -1}

=====

Record 6
{"formula": "C3H5Br2NO2", "method": "ωB97M-V/def2-TZVPD", "elements": ["C", "C", "C", "N", "O", "O", "Br", "Br", "H", "H", "H", "H", "H"], "xyz": [[-0.7651, -0.2967, 0.6863], [0.3311, -0.3499, -0.5297], [0.3991, 0.8236, -1.4023], [1.5787, 1.2789, -1.8596], [1.4702, 2.4649, -2.2284], [2.6264, 0.6735, -1.5873], [-0.1563, -1.8918, -1.7086], [3.1707, 4.0513, -3.2048], [-1.7243, -0.4660, 0.2043], [-0.9261, 0.6548, 1.1762], [-0.5597, -1.1716, 1.2299], [1.3285, -0.4872, -0.2047], [-0.5183, 1.3609, -1.8056]], "atomic_forces_ev_per_a": [[0.356, 0.321, -3.557], [-1.919, 0.833, 0.962], [-4.048, -0.874, -0.315], [1.816, 0.843, 1.597], [0.576, -0.028, -0.716], [-0.649, 0.649, -1.083], [0.275, 0.421, 0.348], [0.288, 0.178, -0.171], [-0.161, -0.174, -0.149], [0.914, 0.056, 0.461], [0.250, -0.656, 1.394], [0.819, -0.769, 0.575], [1.484, -0.801, 0.654]], "mulliken_charge": [-1.125, 0.015, -0.430, 0.870, -0.540, -0.559, -0.078, -0.036, 0.369, 0.364, 0.348, 0.433, 0.368], "relative_energy_kcal_mol": 128.5, "gap_ev": [7.56, 7.74]}

=====

Q: Which energy values were calculated for the entries above? A: -3711.4395; -363.0589; -523.1069; -532.8880; -1857.1084; -5470.3573, in a.u..